Computed, not measured: a single C18H13Cl2N5O2 molecule at a distorted geometry, with ωB97M-V/def2-TZVPD.

Properties
* E: -55465.10689 eV
* energy above the lowest of the compared OMol25 structures with the same formula, charge and spin: 293.6 kJ/mol
* HOMO energy: -8.4 eV

Atoms and positions in Å:
Cl -2.566 3.311 2.826
Cl -0.183 5.514 -1.531
O -0.219 -0.445 -1.041
O 3.453 0.068 3.136
N 2.351 1.271 1.722
N -3.229 -2.792 -1.534
N -1.532 -2.917 0.056
N 1.200 -0.294 0.640
N -2.655 -2.607 -3.754
C 0.159 -2.841 1.732
C -1.313 3.317 1.630
C 1.592 1.074 0.489
C -1.400 -2.925 -3.563
C -0.469 2.210 1.559
C 0.544 3.199 -0.391
C 2.588 1.192 -0.675
C -1.314 4.233 0.581
C 1.645 -0.825 1.859
C -0.331 4.268 -0.420
C 0.539 2.189 0.560
C -3.626 -2.647 -2.794
C 1.220 -2.078 2.419
C -1.897 -2.923 -1.310
C 2.466 0.144 2.463
C -0.411 -2.266 0.507
C 0.154 -0.977 0.010
C -0.974 -3.064 -2.298
H 3.394 1.953 -0.509
H -2.031 5.057 0.541
H 0.011 -3.405 -1.995
H 3.097 0.303 -1.034
H -4.679 -2.304 -3.073
H -0.113 -3.751 2.176
H -0.691 1.274 2.095
H 1.534 -2.406 3.545
H 1.409 3.290 -1.126
H 2.125 1.459 -1.632
H 3.176 1.849 1.771
H -2.376 -2.875 0.716
H -0.648 -2.836 -4.355

Cartesian forces, eV/Å:
0.03 0.23 -0.07
-0.09 0.76 -0.75
-0.53 -0.58 0.45
0.73 -1.40 2.83
-0.90 0.36 -0.24
-0.20 0.10 0.52
-2.51 0.33 -0.42
-1.57 -3.80 3.43
-3.03 -0.03 -2.11
1.59 4.50 -2.61
-0.02 -1.14 -1.29
1.68 1.86 -0.23
-0.24 1.23 -0.39
0.65 -0.61 -0.91
2.85 0.54 -1.47
0.47 1.13 -1.73
-0.19 2.01 -0.13
-2.87 -4.25 0.80
-0.87 -2.18 2.58
-1.85 -0.19 -0.63
2.92 1.00 -0.60
-0.20 1.29 0.47
-2.25 0.21 1.39
3.09 1.89 -1.32
3.08 -1.36 5.03
-0.61 1.30 -2.89
1.74 -1.39 1.90
-0.84 -0.50 0.14
0.01 -0.34 0.39
0.18 0.44 -0.30
0.02 -0.66 1.05
1.58 -1.00 0.55
-0.81 -1.11 0.14
0.35 0.78 0.35
-0.46 1.04 -3.20
-1.37 -0.46 0.96
-0.37 0.28 0.40
-0.21 0.19 -0.29
1.68 -0.12 -1.57
-0.68 -0.36 -0.21

Atom charges from the Löwdin analysis, given in e for atoms 1 to 4:
1. Cl 0.6811
2. Cl 0.7511
3. O 0.0627
4. O 0.1058